# C11H23N4O2S2Se3SnTe

A molecular structure, C11H23N4O2S2Se3SnTe (the ωB97M-V functional and the def2-TZVPD basis, OMol25).

Positions of all 47 atoms, in Å:
H -2.30879 0.26533 -2.71712
H -3.39422 1.65955 0.38336
H 1.59889 2.25527 -3.73695
H -0.01840 4.15991 -2.27823
N 2.06966 -2.18688 -1.04508
H -1.23305 3.25282 -4.36134
H 0.54907 1.43033 -4.89766
H -0.34776 -0.62203 -5.85353
Te 0.94493 1.38861 4.11628
H -0.41905 5.39399 -3.46468
H 0.13359 3.74267 -5.32012
H 2.68901 -0.32046 -1.12745
H 0.92253 -0.85219 -4.64281
C -2.96223 2.53478 0.86496
H -2.11972 2.89647 0.27033
O -2.13846 3.04340 3.06057
H 4.15136 -3.27671 -3.48343
C 0.17813 4.49899 -3.29710
C 0.56185 2.09740 -4.04005
H 0.04718 -4.44930 -1.63787
H 3.87216 -1.55353 -3.18210
S -0.27350 -2.25982 0.40176
H -2.01145 -1.60089 -4.15450
H 0.05265 -2.23555 -5.28803
H -3.70473 3.32866 0.93138
C 2.63740 -2.89327 -2.08695
N 0.79664 -3.77853 -1.58222
N 2.54004 -1.03784 -0.42342
C -1.09042 -1.09181 -3.86059
C 0.86691 -2.74414 -0.74761
C -0.05760 -1.19823 -4.97228
Se 1.87799 -0.64539 3.00831
Sn 0.62964 0.21482 0.90345
Se -2.23972 0.29095 2.56567
S -0.18241 1.26377 -2.61839
H 1.22957 4.78213 -3.35895
C -2.44725 2.23707 2.24774
N 1.87288 -3.88298 -2.41641
C -0.15165 3.41841 -4.31801
C 3.92837 -2.53925 -2.71754
H 3.37927 -1.24243 0.11273
H -1.84063 0.93227 -4.27688
H -0.72823 -1.60671 -2.96938
O 0.82247 0.24710 -2.11617
C -1.49552 0.31639 -3.44244
Se -1.30696 0.41473 4.69161
H 4.73596 -2.53401 -1.98497

Computed properties:
- 2S+1 = 1
- max |F| (Eh/bohr) = 0.0051
- lowest unoccupied orbital energy (eV) = -2.895
- net charge = +1
- E (a.u.) = -9285.2790

Löwdin atomic charge list, values in e, 4 entries: 0.09 0.07 0.10 0.06